--- A ---
The following is a quantum chemistry calculation of a 2-piece molecular cluster, N3O3S overall, from OMol25.

The geometry in XYZ format:
```
7
Properties=species:S:1:pos:R:3
N 1.02 0.31 1.23
N -1.15 -1.18 0.13
N 1.54 0.34 0.26
O -1.56 1.37 -0.62
O -0.10 -1.45 -0.54
O 2.20 0.43 -0.68
S -1.95 0.18 0.22
```

## Properties
**Total charge**: -1
**HOMO energy**: -3.4 eV

--- B ---
The following is a quantum chemistry calculation of a 2-piece molecular cluster, N3O3S overall, from OMol25.

The geometry in XYZ format:
```
7
Properties=species:S:1:pos:R:3
N -0.90 -0.42 1.22
N 1.21 1.19 0.07
N -1.38 -0.30 0.23
O 1.21 -1.46 -0.57
O 0.02 1.61 -0.32
O -2.00 -0.40 -0.75
S 1.85 -0.23 0.12
```

## Properties
**Total charge**: -1
**HOMO energy (spin up / spin down)**: -3.7 / -3.7 eV

Stability, highest: A

--- A ---
The following is a quantum chemistry calculation of an isolated molecule of C7H8BrNO2, from OMol25.

The geometry in XYZ format:
```
19
Properties=species:S:1:pos:R:3
C -1.65 1.09 1.76
C -0.61 0.57 1.12
C -1.78 0.37 3.04
C -0.15 -0.74 1.94
C 0.84 0.02 -0.84
C 0.95 2.26 0.13
C 0.09 1.07 -0.17
N -1.00 -0.73 2.97
O -2.39 0.72 4.02
O 0.74 -1.52 1.72
Br -1.27 1.73 -1.41
H -2.23 1.92 1.53
H 1.64 0.44 -1.58
H 1.32 -0.63 -0.08
H 0.31 -0.77 -1.43
H 1.48 2.64 -0.70
H 0.28 3.07 0.44
H 1.71 2.13 0.80
H -1.17 -1.51 3.62
```

## Properties
**SMILES**: CC(C)(Br)C1=CC(=O)NC1=O
**HOMO energy**: -10.2 eV

--- B ---
The following is a quantum chemistry calculation of an isolated molecule of C7H8BrNO2, from OMol25.

The geometry in XYZ format:
```
19
Properties=species:S:1:pos:R:3
C 0.36 -0.90 1.95
C 0.40 -1.64 0.85
C -0.27 0.46 2.02
C -0.22 -1.16 -0.36
C -0.41 1.50 1.13
C 0.13 -0.06 -1.01
C -0.58 0.40 -2.24
N 1.45 0.41 -0.81
O 2.36 -0.34 -0.48
O 1.70 1.59 -0.93
Br -1.80 -2.16 -0.68
H 0.55 -1.46 2.85
H 0.74 -2.68 0.83
H -1.05 0.46 2.89
H -1.26 2.11 1.34
H 0.04 1.83 0.26
H -0.42 -0.40 -3.00
H -0.08 1.38 -2.53
H -1.62 0.67 -2.07
```

## Properties
**SMILES**: C=C/C=C\C(Br)=C(\C)[N+](=O)[O-]
**HOMO energy**: -9.3 eV

Stability, highest: A

--- A ---
The following is a quantum chemistry calculation of a 2-piece molecular cluster, CH6NOP overall, from OMol25.

The geometry in XYZ format:
```
10
Properties=species:S:1:pos:R:3
C -1.20 1.56 -0.18
N 2.05 -1.28 -0.03
O -1.45 -0.80 0.87
P -1.21 0.00 -0.57
H 2.81 -1.69 -0.63
H -1.37 1.96 0.75
H -1.16 2.29 -0.99
H 2.18 -0.33 -0.36
H 1.14 -1.54 -0.41
H -1.78 -0.18 1.56
```

## Properties
**SMILES**: C=PO.N
**HOMO energy**: -9.7 eV

--- B ---
The following is a quantum chemistry calculation of CH6NOP as an isolated structure, from OMol25.

The geometry in XYZ format:
```
10
Properties=species:S:1:pos:R:3
C -0.98 0.08 0.96
N 0.15 -0.96 -1.17
O 0.45 0.17 1.01
P 1.06 0.10 -0.41
H -1.05 -0.88 0.40
H -1.23 0.12 1.92
H -1.48 0.77 0.30
H -0.31 -0.51 -1.89
H 2.41 -0.46 -0.46
H 0.98 1.57 -0.65
```

## Properties
**HOMO energy**: -8.8 eV

Stability, highest: A

--- A ---
The following is a quantum chemistry calculation of C3H5FN2 as an isolated structure, from OMol25.

The geometry in XYZ format:
```
11
Properties=species:S:1:pos:R:3
C 1.72 0.72 0.92
C -0.89 0.71 -0.26
C 1.01 -0.49 1.23
N 2.08 1.80 0.82
N -0.65 -0.54 0.40
F -1.52 -0.62 1.45
H -1.92 0.64 -0.53
H -0.52 1.45 0.47
H -0.26 0.49 -1.23
H 1.53 -1.43 0.77
H 0.65 -0.59 2.17
```

## Properties
**HOMO energy**: -9.8 eV

--- B ---
The following is a quantum chemistry calculation of an isolated molecule of C3H5FN2, from OMol25.

The geometry in XYZ format:
```
11
Properties=species:S:1:pos:R:3
C 1.18 -0.38 0.50
C 0.79 -0.45 -0.93
C -0.14 0.24 -1.55
H -1.31 -0.66 2.26
H -1.24 -0.67 0.59
H 2.24 -0.39 0.67
H 1.35 -1.12 -1.53
H -0.38 0.18 -2.62
N -0.93 -0.26 1.41
N 0.43 -0.34 1.55
F -0.91 1.16 -0.92
```

## Properties
**SMILES**: N/N=C\C=C/F
**HOMO energy**: -8.9 eV

Stability, highest: B

--- A ---
The following is a quantum chemistry calculation of an isolated ion of composition C9H13N4 and charge +1, from OMol25.

The geometry in XYZ format:
```
26
Properties=species:S:1:pos:R:3
C 3.45 -0.48 -0.51
C 2.37 0.17 -0.93
C -3.29 -0.94 -0.22
C -2.50 0.15 -0.08
C 1.85 -1.12 0.83
C -1.15 -1.58 -0.20
C 0.01 1.65 -1.02
C 0.00 1.30 1.48
C 0.03 0.60 0.08
N 3.11 -1.30 0.56
N -2.39 -2.01 -0.26
N 1.32 -0.17 -0.04
N -1.17 -0.26 -0.03
H 4.36 -0.51 -0.99
H 2.26 1.06 -1.52
H -4.37 -1.19 -0.44
H -2.68 1.20 0.09
H 1.15 -1.45 1.65
H -0.28 -2.18 -0.12
H 0.08 1.07 -1.95
H 0.97 2.19 -0.79
H -0.99 2.26 -0.96
H 0.13 0.58 2.42
H 0.97 1.83 1.65
H -0.73 2.08 1.62
H -2.49 -2.96 -0.34
```

## Properties
**Total charge**: +1
**SMILES**: CC(C)(n1ccnc1)[n+]1cc[nH]c1
**HOMO energy**: -12.5 eV

--- B ---
The following is a quantum chemistry calculation of a 2-piece molecular cluster, C9H13N4 overall, from OMol25.

The geometry in XYZ format:
```
26
Properties=species:S:1:pos:R:3
C 3.52 -0.11 0.19
C 2.82 -0.67 -0.80
C 2.73 0.53 1.23
C 1.35 -0.75 -0.96
C 1.34 0.54 1.14
C 0.65 -0.04 0.07
C -2.88 -0.49 -0.34
C -1.53 -0.64 -0.93
C -1.46 0.25 1.31
N -1.37 2.88 -1.38
N -0.93 1.93 -1.08
N -2.64 0.53 0.59
N -0.68 -0.10 0.12
H 4.65 -0.05 0.25
H 3.42 -1.00 -1.67
H 3.21 0.89 2.11
H 1.11 -1.79 -0.83
H 0.86 1.21 1.81
H -3.53 -0.23 -1.05
H -3.11 -1.44 0.11
H -1.39 -1.74 -1.10
H -1.21 -0.08 -1.86
H -0.94 1.02 1.79
H -1.48 -0.71 2.00
H 0.90 -0.73 -1.97
H -3.42 0.79 1.25
```

## Properties
**Total charge**: +1
**HOMO energy (spin up / spin down)**: -12.8 / -12.8 eV

Stability, highest: A

--- A ---
The following is a quantum chemistry calculation of an isolated molecule of C4H8N4O, from OMol25.

The geometry in XYZ format:
```
17
Properties=species:S:1:pos:R:3
N -0.94 -0.55 1.30
N 0.30 -2.51 1.43
O 1.44 -3.24 0.86
C -0.86 0.55 0.58
C 0.09 -1.30 0.87
N -1.78 1.56 0.60
N 0.28 0.74 -0.22
C 0.14 1.63 -1.40
C 0.92 -0.58 -0.13
H 1.25 -4.19 0.77
H -2.46 1.54 1.35
H -1.56 2.39 0.19
H -0.06 2.67 -1.08
H -0.57 1.17 -2.13
H 1.05 1.72 -1.96
H 0.82 -0.98 -1.16
H 1.94 -0.62 0.13
```

## Properties
**SMILES**: CN1C/C(=N\O)N=C1N
**HOMO energy**: -7.9 eV

--- B ---
The following is a quantum chemistry calculation of an isolated molecule of C4H8N4O, from OMol25.

The geometry in XYZ format:
```
17
Properties=species:S:1:pos:R:3
C 2.93 -0.75 0.76
C 0.56 1.45 -0.01
C -0.78 1.21 0.26
C -1.01 -0.08 -0.20
H 2.15 -1.52 1.01
H 3.87 -1.26 0.67
H 2.97 -0.05 1.60
H 3.03 0.61 -0.77
H 1.13 2.30 0.15
H -1.52 1.87 0.67
H -2.20 -1.76 -0.20
H -3.93 -0.01 -0.15
N 2.43 -0.14 -0.51
N 1.11 0.24 -0.43
N -2.20 -0.75 -0.30
N 0.14 -0.69 -0.46
O -3.26 -0.23 0.50
```

## Properties
**SMILES**: CNn1ccc(NO)n1
**HOMO energy**: -7.9 eV

Stability, highest: A